35
Properties=species:S:1:pos:R:3:forces:R:3:lowdin_charge:R:1 method="wB97M-V/def2-TZVPD" orbital_gap_ev=9.55 charge=-1 lumo_energy_ev=2.78 relative_energy_ev=0.685 energy_ha=-1028.96003 mol_weight_g_mol=241.2
C -0.788186 -0.389322 -0.387452 0.74 -0.06 1.69 -0.74
O -0.927992 0.607370 0.355435 -0.35 0.00 -1.04 -0.05
O -1.821475 -0.941629 -1.010782 0.62 -1.64 -1.35 0.15
O 0.210186 -1.109102 -0.432048 1.72 -0.33 -0.63 -0.03
H -2.572924 -0.407986 -1.025819 -2.14 1.88 -0.01 0.08
O -0.949695 -3.203314 0.892493 -0.09 0.37 0.04 -0.07
H -0.434940 -2.739671 1.571999 -0.30 -0.11 -0.23 0.04
H -0.940409 -2.568396 0.143860 0.17 -0.66 0.45 0.01
O 2.315201 -1.267706 -2.131047 2.25 -0.31 -1.60 -0.04
H 2.926754 -2.020684 -2.073569 -0.14 0.54 -0.12 0.08
H 1.659798 -1.483573 -1.514137 -2.18 -0.45 1.53 -0.04
O -3.053787 2.035352 -0.384448 -0.38 0.38 -1.01 -0.05
H -2.113679 1.819739 -0.385253 0.21 0.29 -0.12 -0.02
H -3.359532 1.665926 0.427151 -0.48 -0.38 0.95 0.00
O 2.840648 0.899758 -0.026822 1.00 -0.94 -0.03 -0.06
H 2.239196 0.209885 -0.366204 0.45 0.24 0.27 0.02
H 3.669720 0.425063 0.236376 -1.34 0.51 -0.34 0.08
O 2.186365 -2.550133 0.756958 -0.42 -0.83 0.61 -0.10
H 1.888450 -3.229307 1.414291 0.26 1.02 -1.12 0.05
H 1.376836 -2.166310 0.346226 0.39 -0.25 0.66 -0.02
O -0.574810 0.780056 2.868132 0.73 -0.38 0.53 -0.06
H -1.329959 1.172709 3.281415 -0.71 0.23 0.21 0.03
H -0.821080 0.563802 1.953129 -0.07 0.06 0.01 -0.02
O -3.228866 -0.510549 1.459026 -0.74 -0.42 0.35 -0.04
H -3.183203 -1.470188 1.398654 -0.09 -0.12 0.16 0.04
H -2.514427 -0.239520 0.885612 0.43 0.54 0.12 -0.03
O -0.320055 2.755974 -1.359348 -0.59 0.61 -0.45 -0.06
H -0.179628 2.440630 -0.476791 0.31 0.02 0.96 -0.01
H 0.113870 2.085294 -1.894749 0.25 0.01 -0.31 -0.03
O 1.161767 1.169219 -2.855996 -0.02 0.15 -0.24 -0.02
H 1.579784 0.350156 -2.587251 0.39 -0.45 0.09 0.00
H 1.173169 1.148483 -3.809517 -0.07 0.03 -0.35 0.06
O 1.374188 2.412486 1.688625 0.16 1.04 0.10 -0.07
H 0.595487 1.940155 1.962372 -0.55 -0.32 0.62 -0.04
H 1.803228 1.815334 1.079477 0.56 -0.24 -0.38 -0.04



43
Properties=species:S:1:pos:R:3:forces:R:3:lowdin_charge:R:1 method="wB97M-V/def2-TZVPD" orbital_gap_ev=6.68 charge=+1 lumo_energy_ev=-5.00 relative_energy_ev=3.364 energy_ha=-2126.83256 mol_weight_g_mol=393.2
Na -2.080457 -5.789277 -0.077288 0.42 0.32 0.21 0.91
Na -1.533287 -2.527417 -4.727598 0.47 0.45 0.32 0.90
C -1.487777 1.297463 0.428282 0.37 0.79 -2.26 -0.59
F -2.819627 1.538263 0.398282 1.38 0.17 -0.03 0.12
F -0.741997 2.430533 0.053402 -1.66 -1.64 0.76 0.07
F -1.143207 0.964433 1.642852 0.20 -0.14 0.40 0.16
S -1.045617 -0.063427 -0.864678 -0.67 -1.26 -1.83 0.50
O -1.736107 0.293013 -2.153018 0.62 -0.54 2.50 -0.39
O 0.393843 -0.061817 -1.014958 0.48 0.70 0.35 -0.36
O -1.475397 -1.340977 -0.249068 -0.47 1.11 -0.28 -0.40
O 2.731703 -3.285527 -1.289538 -0.28 -0.37 -0.40 -0.04
H 2.376023 -2.408007 -1.429818 -0.23 0.42 0.12 0.02
H 3.268773 -3.203637 -0.501448 0.18 -0.04 0.23 0.05
O 3.781593 1.144703 -2.793078 0.31 -0.14 0.00 -0.05
H 3.130203 0.634503 -2.311808 -0.31 -0.04 0.20 0.01
H 3.284673 1.570383 -3.491718 -0.12 0.18 -0.14 0.03
O 0.113593 -5.361577 -2.487728 -0.81 -0.01 0.19 -0.05
H 0.590483 -6.136047 -2.786048 0.18 -0.26 -0.17 0.05
H 0.756953 -4.862727 -1.984278 0.54 0.43 0.25 0.02
O 2.742143 2.788403 1.642802 -0.14 0.15 0.29 -0.04
H 3.638763 2.678683 1.326132 0.28 0.05 -0.04 0.04
H 2.217803 2.217203 1.081532 -0.26 -0.12 -0.23 0.02
O -3.517297 3.518653 -3.935208 -0.25 0.00 -0.10 -0.05
H -3.080887 2.667643 -3.895708 0.13 -0.25 0.18 0.02
H -2.816547 4.138553 -4.137478 0.14 0.22 -0.01 0.03
O 1.144943 3.098793 5.397492 0.11 -0.02 0.18 -0.04
H 1.300853 3.085323 4.453172 0.13 0.08 -0.32 0.02
H 0.432213 2.474163 5.531992 -0.22 -0.05 0.10 0.02
O 0.316163 -1.495597 4.585322 -0.09 -0.39 -0.19 -0.04
H -0.013017 -0.628627 4.822482 -0.17 0.19 0.07 0.03
H 1.233813 -1.349327 4.355702 0.29 0.08 0.01 0.04
O 1.499793 6.076413 2.037752 -0.18 0.20 0.14 -0.05
H 1.915333 6.292583 1.202992 0.09 0.06 -0.19 0.03
H 1.772753 5.176393 2.215742 0.13 -0.34 0.00 0.00
O -6.989307 0.623223 2.654442 -0.06 0.04 0.18 -0.05
H -6.368337 0.945173 2.001002 0.17 0.17 -0.15 0.03
H -7.199217 -0.265817 2.368492 -0.11 -0.21 -0.03 0.02
O 1.641513 -2.038297 -4.754058 -0.69 -0.14 -0.05 -0.04
H 2.139053 -1.829027 -5.544558 0.16 0.13 -0.24 0.05
H 2.298453 -2.353957 -4.133558 0.21 -0.10 0.27 0.03
O -0.225647 -3.931507 2.032142 -0.22 -0.67 -0.56 -0.05
H -0.405077 -3.193377 1.449732 -0.02 0.61 -0.18 0.01
H -0.042607 -3.528547 2.880882 -0.03 0.19 0.45 0.02



38
Properties=species:S:1:pos:R:3:forces:R:3:mulliken_spin:R:1 method="wB97M-V/def2-TZVPD" orbital_gap_ev="8.80 / 3.58" charge=+1 multiplicity=7 lumo_energy_ev="-5.10 / -9.84" energy_ha=-2255.33227 mol_weight_g_mol=313.1
Mn -0.311746 1.305519 2.529453 1.44 -0.45 -1.69 4.87
C -0.210466 0.088249 0.206273 1.26 0.52 -2.21 -0.02
O 0.077214 1.277449 0.451423 0.04 4.40 0.27 0.03
O -0.398386 -0.559621 1.224193 -1.78 -3.53 4.35 0.05
O -0.169436 -0.354811 -0.959327 -0.41 -1.37 -0.90 0.03
O -1.742076 3.065339 -0.568947 -0.34 0.50 0.34 0.00
H -2.300356 2.526759 -1.129747 -0.22 0.08 -0.25 0.00
H -1.131706 2.444669 -0.170877 0.56 -0.42 -0.22 0.01
O -0.950866 -3.464081 -1.314867 0.88 -1.14 0.73 0.57
H -0.904476 -2.627221 -0.852537 -0.23 1.13 0.74 -0.01
H -1.244226 -3.235101 -2.196767 -0.55 0.52 -1.41 -0.01
O 2.419244 2.351359 -0.338567 0.58 0.25 -0.43 0.00
H 1.544944 1.985809 -0.203657 -0.56 -0.07 0.21 0.01
H 2.988244 1.826759 0.224693 0.24 -0.02 0.06 0.00
O 1.954334 1.004019 2.649943 -0.79 0.76 0.35 0.03
H 2.362464 0.214079 2.295463 -0.15 -1.19 -0.13 0.00
H 2.634614 1.402779 3.192573 0.13 0.34 0.34 0.00
O -1.488006 -2.480661 3.117303 0.12 0.16 0.36 0.00
H -1.115236 -1.974341 2.395553 0.08 0.04 -0.38 0.00
H -2.395446 -2.638041 2.856493 -0.29 -0.16 -0.02 0.00
O -3.118906 -1.238351 -0.564597 0.07 -0.34 0.33 0.02
H -3.394636 -0.885691 -1.410667 -0.13 -0.03 -0.39 0.00
H -2.548136 -0.563201 -0.197687 0.08 0.12 0.12 0.00
O -0.139296 3.463909 2.209763 -0.06 -0.60 0.73 0.02
H -0.479696 3.942869 1.454143 -0.37 0.00 -0.80 0.00
H 0.168124 4.145529 2.807353 0.19 0.22 0.39 0.00
O -1.495846 -1.539031 -3.141777 -0.14 -0.40 -0.11 0.01
H -1.025156 -1.041101 -2.473387 0.17 0.42 0.47 0.00
H -1.590126 -0.929111 -3.873447 -0.03 -0.03 -0.47 0.00
O 1.008514 1.125669 -2.940767 0.07 -0.13 -0.83 0.10
H 1.720024 1.377249 -2.351977 0.45 0.35 0.29 0.00
H 0.389824 0.655089 -2.382197 -0.24 -0.01 0.52 0.00
O 2.057254 -1.822501 1.884463 0.56 0.53 0.40 0.00
H 2.617454 -1.577131 1.148113 0.34 -0.39 -0.47 0.00
H 1.172584 -1.593231 1.599793 -0.63 -0.08 -0.11 0.00
O 2.011064 -1.960311 -1.529287 0.52 -0.67 0.27 0.29
H 1.229214 -1.503561 -1.218907 -0.93 0.78 0.22 0.02
H 1.799094 -2.216021 -2.427017 0.08 -0.12 -0.69 -0.01



35
Properties=species:S:1:pos:R:3:forces:R:3:lowdin_charge:R:1 method="wB97M-V/def2-TZVPD" orbital_gap_ev=11.24 charge=+1 lumo_energy_ev=-2.53 relative_energy_ev=0.000 energy_ha=-838.39598 mol_weight_g_mol=207.2
N 1.566132 1.479221 -1.639636 2.12 0.09 -0.89 0.18
C 0.408959 1.956806 -1.972842 -1.10 0.48 1.14 -0.18
N -0.615510 1.964549 -1.161622 -0.77 -0.62 0.28 0.18
H 1.929918 1.143756 -0.743029 -1.27 0.15 0.29 0.07
H 2.348199 1.585784 -2.279058 -0.62 -0.12 -0.33 0.14
H 0.216201 2.450819 -2.907635 0.63 -0.01 -0.48 0.16
H -1.528267 2.372450 -1.380109 0.34 -0.09 -0.44 0.08
H -0.693692 1.334295 -0.354311 0.48 0.37 0.21 0.08
H 1.504005 -1.278032 -4.401241 -0.07 0.14 -0.12 0.04
H 2.072422 -1.013584 -3.022899 -0.23 0.16 0.10 0.00
O 1.564884 -0.586617 -3.733446 0.25 -0.28 0.13 -0.08
H -0.418612 -1.303581 0.282804 0.24 -0.02 -0.27 0.02
H -0.121076 -2.708319 0.751350 0.23 -0.28 -0.14 0.02
O 0.040999 -2.112992 -0.003557 -0.39 0.28 0.53 -0.06
H 0.454075 1.355958 4.574013 0.23 0.33 0.08 0.06
H 0.007479 2.596611 3.704112 0.24 -0.10 0.49 0.06
O -0.128421 1.657701 3.875285 -0.43 -0.10 -0.62 -0.04
H -3.989321 2.125615 -1.933121 0.28 0.22 -0.10 0.07
H -3.847731 2.329480 -0.455819 0.27 0.18 0.06 0.07
O -3.390536 2.526714 -1.285721 -0.64 -0.37 0.03 -0.05
H -0.221946 -3.582765 3.090855 0.32 0.07 -0.09 0.06
H -1.028442 -4.514411 2.245978 0.22 -0.10 -0.30 0.07
O -0.244372 -3.948508 2.196513 -0.58 0.07 0.39 -0.04
H 2.061985 -0.070455 0.851603 -0.05 -0.06 0.23 0.02
H 3.290211 0.698686 0.520226 0.19 0.06 0.46 0.05
O 2.476305 0.785082 1.037504 0.05 -0.14 -0.54 -0.06
H -1.430252 0.137824 1.742614 -0.38 0.07 0.11 0.04
H -0.260663 1.138468 1.954495 -0.10 -0.30 0.28 0.03
O -0.751172 0.632562 1.287028 0.64 0.14 -0.32 -0.07
H -2.849639 -1.716051 1.122139 -0.21 -0.08 -0.19 0.05
H -2.943541 -1.293895 -0.354427 0.03 0.01 0.27 0.06
O -2.896427 -0.943529 0.546910 0.03 -0.13 -0.05 -0.04
H 1.700247 -1.847148 -0.537048 -0.14 0.11 -0.27 0.01
H 3.235855 -1.946241 -0.677955 0.02 -0.01 -0.12 0.07
O 2.481744 -1.406251 -0.939951 0.18 -0.10 0.21 -0.07



Please write out number 4 again, unchanged.
35
Properties=species:S:1:pos:R:3:forces:R:3:lowdin_charge:R:1 method="wB97M-V/def2-TZVPD" orbital_gap_ev=11.24 charge=+1 lumo_energy_ev=-2.53 relative_energy_ev=0.000 energy_ha=-838.39598 mol_weight_g_mol=207.2
N 1.566132 1.479221 -1.639636 2.12 0.09 -0.89 0.18
C 0.408959 1.956806 -1.972842 -1.10 0.48 1.14 -0.18
N -0.615510 1.964549 -1.161622 -0.77 -0.62 0.28 0.18
H 1.929918 1.143756 -0.743029 -1.27 0.15 0.29 0.07
H 2.348199 1.585784 -2.279058 -0.62 -0.12 -0.33 0.14
H 0.216201 2.450819 -2.907635 0.63 -0.01 -0.48 0.16
H -1.528267 2.372450 -1.380109 0.34 -0.09 -0.44 0.08
H -0.693692 1.334295 -0.354311 0.48 0.37 0.21 0.08
H 1.504005 -1.278032 -4.401241 -0.07 0.14 -0.12 0.04
H 2.072422 -1.013584 -3.022899 -0.23 0.16 0.10 0.00
O 1.564884 -0.586617 -3.733446 0.25 -0.28 0.13 -0.08
H -0.418612 -1.303581 0.282804 0.24 -0.02 -0.27 0.02
H -0.121076 -2.708319 0.751350 0.23 -0.28 -0.14 0.02
O 0.040999 -2.112992 -0.003557 -0.39 0.28 0.53 -0.06
H 0.454075 1.355958 4.574013 0.23 0.33 0.08 0.06
H 0.007479 2.596611 3.704112 0.24 -0.10 0.49 0.06
O -0.128421 1.657701 3.875285 -0.43 -0.10 -0.62 -0.04
H -3.989321 2.125615 -1.933121 0.28 0.22 -0.10 0.07
H -3.847731 2.329480 -0.455819 0.27 0.18 0.06 0.07
O -3.390536 2.526714 -1.285721 -0.64 -0.37 0.03 -0.05
H -0.221946 -3.582765 3.090855 0.32 0.07 -0.09 0.06
H -1.028442 -4.514411 2.245978 0.22 -0.10 -0.30 0.07
O -0.244372 -3.948508 2.196513 -0.58 0.07 0.39 -0.04
H 2.061985 -0.070455 0.851603 -0.05 -0.06 0.23 0.02
H 3.290211 0.698686 0.520226 0.19 0.06 0.46 0.05
O 2.476305 0.785082 1.037504 0.05 -0.14 -0.54 -0.06
H -1.430252 0.137824 1.742614 -0.38 0.07 0.11 0.04
H -0.260663 1.138468 1.954495 -0.10 -0.30 0.28 0.03
O -0.751172 0.632562 1.287028 0.64 0.14 -0.32 -0.07
H -2.849639 -1.716051 1.122139 -0.21 -0.08 -0.19 0.05
H -2.943541 -1.293895 -0.354427 0.03 0.01 0.27 0.06
O -2.896427 -0.943529 0.546910 0.03 -0.13 -0.05 -0.04
H 1.700247 -1.847148 -0.537048 -0.14 0.11 -0.27 0.01
H 3.235855 -1.946241 -0.677955 0.02 -0.01 -0.12 0.07
O 2.481744 -1.406251 -0.939951 0.18 -0.10 0.21 -0.07